No. 1
Molecular formula: C31H57N2O5
Method: DFT, ωB97M-V/def2-TZVPD

For the highest occupied orbital energy, the calculation gives -11.8 eV. The net charge is +1.

Last column: Löwdin charge in e.
Atoms and positions in Å:
C -2.18859 -6.39972 -1.64224  -0.118
C -1.07212 -5.65883 -0.89839  -0.262
C 0.09871 -6.59786 -0.54946  -0.207
C 1.50154 -6.10514 -0.89689  -0.214
C 1.79253 -4.63922 -0.63850  -0.229
C 3.15380 -4.22868 -1.20305  -0.195
C 3.74297 -2.95347 -0.57937  -0.212
C 3.78655 -1.77030 -1.52964  -0.213
C 2.41382 -1.19246 -1.92454  -0.187
C 2.08021 -1.32933 -3.42375  -0.197
C 1.94602 -0.02226 -4.20483  -0.208
C 0.53874 0.51667 -4.45408  -0.202
C -0.40983 0.68904 -3.26852  -0.151
C 0.09076 1.72929 -2.26862  -0.153
O -0.84638 2.82978 -2.26704  0.051
C -0.72971 3.87455 -1.46175  -0.479
O -1.09896 4.93997 -1.80340  0.193
C -0.20323 3.74538 -0.05873  -0.015
C 1.12177 3.41411 0.21597  0.061
C 1.57699 3.39740 1.52759  0.010
N 0.73853 3.68467 2.53583  -0.070
C 1.27122 3.65993 3.90652  0.044
C -0.53880 4.02674 2.29683  0.061
C -1.07080 4.08780 1.00507  -0.078
C -2.48273 4.57475 0.82389  -0.110
C -3.68304 3.74115 1.37169  -0.152
C -4.54021 3.05567 0.28255  -0.175
C -5.01092 1.60349 0.51301  -0.193
C -4.19397 0.45058 -0.08496  -0.200
C -3.75263 -0.56772 0.96486  -0.205
C -2.90149 0.05732 2.05862  -0.193
C -1.91665 -0.90833 2.69633  -0.240
O -1.69333 -0.67660 4.06926  -0.188
C -2.81516 -0.97184 4.88528  -0.101
H -1.78135 -6.84876 -2.54325  0.072
H -2.94618 -5.68992 -1.96006  0.064
H -2.64130 -7.15349 -1.00995  0.072
H -0.76178 -4.83275 -1.52862  0.086
H -1.50781 -5.29903 0.03018  0.099
H 0.03655 -6.87651 0.49813  0.107
H -0.06344 -7.51546 -1.11014  0.100
H 1.76763 -6.35733 -1.92143  0.115
H 2.20263 -6.65698 -0.27222  0.112
H 1.03620 -3.98272 -1.05962  0.085
H 1.80332 -4.45255 0.43612  0.117
H 3.01271 -4.04252 -2.26560  0.110
H 3.83009 -5.06461 -1.05823  0.109
H 4.77138 -3.16991 -0.29778  0.105
H 3.24280 -2.68186 0.34895  0.107
H 4.33631 -0.98187 -1.01636  0.100
H 4.38456 -2.03354 -2.39768  0.108
H 1.64268 -1.71662 -1.37235  0.095
H 2.41732 -0.13587 -1.66801  0.088
H 1.22191 -1.98081 -3.56934  0.112
H 2.92220 -1.84619 -3.87364  0.097
H 2.59370 0.72973 -3.75481  0.105
H 2.36552 -0.21425 -5.18819  0.108
H 0.07993 -0.12731 -5.19854  0.115
H 0.64755 1.49174 -4.92881  0.117
H -1.37106 1.00391 -3.65915  0.120
H -0.56115 -0.26389 -2.76777  0.110
H 0.19597 1.28414 -1.28418  0.119
H 1.04889 2.10530 -2.61495  0.121
H 1.80345 3.17729 -0.58117  0.129
H 2.59918 3.15518 1.75864  0.106
H 2.01419 4.44045 4.00545  0.103
H 0.46704 3.77063 4.61650  0.101
H 1.76238 2.70873 4.05459  0.112
H -1.13317 4.26271 3.16237  0.153
H -2.53795 5.55270 1.29160  0.129
H -2.65135 4.74440 -0.22875  0.099
H -4.32517 4.47442 1.84690  0.106
H -3.40680 3.03865 2.15191  0.094
H -5.44972 3.63575 0.18185  0.107
H -4.02595 3.10770 -0.67402  0.105
H -5.98649 1.55207 0.03876  0.106
H -5.19612 1.41371 1.56768  0.105
H -4.73981 -0.04252 -0.88053  0.109
H -3.29265 0.88096 -0.52581  0.098
H -4.66815 -0.93110 1.43025  0.120
H -3.22452 -1.38152 0.47600  0.112
H -3.53530 0.51761 2.80986  0.103
H -2.33940 0.86885 1.59905  0.098
H -0.95276 -0.77076 2.22895  0.117
H -2.21214 -1.93870 2.50993  0.120
H -2.49558 -1.56229 5.73564  0.087
H -3.58115 -1.50700 4.33098  0.090
H -3.26679 -0.05398 5.25818  0.083
C 6.56309 4.55987 1.72375  0.065
N 5.20996 3.99766 1.97922  -0.437
O 4.32690 4.74992 2.34190  0.051
O 5.05311 2.80863 1.80572  0.067
H 6.53072 5.62350 1.92175  0.100
H 7.25288 4.04864 2.38777  0.108
H 6.80670 4.35124 0.68689  0.107

Cartesian forces (eV/Å) of the 2 atoms listed first:
0.380 0.529 -0.024
-0.330 -0.811 0.000



No. 2
Molecular formula: C31H57N2O5PS2
Method: DFT, ωB97M-V/def2-TZVPD

For the highest occupied orbital energy, the calculation gives -8.0 eV.

Last column: Löwdin charge in e.
Atoms and positions in Å:
C 0.95812 2.42826 9.14396  -0.111
O -0.13139 2.33619 8.24184  -0.197
C -1.28012 1.75924 8.85437  -0.250
C -2.24656 1.37163 7.75655  -0.180
C -3.07728 2.56941 7.28906  -0.215
C -3.75220 2.32132 5.93220  -0.221
C -2.78685 2.45796 4.75614  -0.206
C -3.50485 2.78092 3.43135  -0.206
C -2.91362 1.99816 2.25998  -0.225
C -1.54934 2.53367 1.78476  -0.199
C -1.32287 2.12900 0.31530  -0.177
C 0.17177 1.94417 -0.02896  -0.144
C 0.39650 0.72924 -0.94691  -0.317
O -0.51817 0.88789 -2.06806  -0.276
S -0.00793 1.92031 -3.20590  0.953
O -1.18698 2.38071 -3.87797  -0.352
O 0.68923 0.79264 -4.19773  -0.330
C 2.06921 0.67826 -3.80535  -0.473
P 3.02618 0.05458 -5.28985  0.941
C 2.02568 0.46745 -6.76465  -0.291
C 4.61663 0.96871 -5.37617  -0.277
C 2.25422 -0.23376 -2.56006  -0.389
C 1.41912 -1.49255 -2.70380  -0.120
C 1.32861 -2.41972 -1.47841  -0.140
C 0.72684 -3.78151 -1.88282  -0.346
C 1.65689 -4.60504 -2.77223  -0.083
C -0.73213 -3.61236 -2.39296  -0.159
C -1.02847 -4.19021 -3.78332  -0.192
C -2.43824 -3.91574 -4.26519  -0.076
C -3.56632 -3.97423 -3.53302  -0.345
C -3.73272 -4.91240 -2.36134  -0.061
C -4.76140 -3.10937 -3.84477  -0.065
N 3.72591 -0.42762 -2.50653  0.090
C 4.28127 -1.49745 -2.73040  -0.781
S 5.00717 -2.87398 -2.88576  0.766
C 1.90040 0.61407 -1.29044  -0.191
C 2.63477 0.12528 -0.00464  -0.127
C 3.57916 1.16549 0.61067  -0.105
C 4.66511 1.66951 -0.31652  -0.495
N 4.55108 3.04629 -0.69217  0.115
O 5.59390 0.97471 -0.67068  0.080
H 0.62174 2.53560 10.17408  0.083
H 1.56097 3.28472 8.85217  0.083
H 1.58780 1.54054 9.04420  0.086
H -1.72618 2.49388 9.53430  0.125
H -0.96946 0.89438 9.44931  0.118
H -1.68670 0.97228 6.91287  0.112
H -2.92572 0.60604 8.13286  0.116
H -2.45192 3.45632 7.18951  0.111
H -3.85437 2.75271 8.03231  0.110
H -4.24116 1.34476 5.95542  0.115
H -4.54537 3.06530 5.83454  0.108
H -2.12962 3.29747 4.98387  0.114
H -2.19334 1.55147 4.65052  0.105
H -4.55884 2.51122 3.50650  0.105
H -3.42401 3.83909 3.18971  0.109
H -3.57784 2.06043 1.39542  0.108
H -2.78915 0.93854 2.48898  0.114
H -1.53555 3.62112 1.85735  0.114
H -0.75196 2.11198 2.39484  0.105
H -1.76437 2.85243 -0.36274  0.119
H -1.79980 1.15751 0.17910  0.110
H 0.76155 1.86548 0.88024  0.101
H 0.53586 2.82111 -0.57018  0.117
H 0.02850 -0.12267 -0.38526  0.138
H 2.42663 1.68783 -3.57556  0.097
H 2.41219 -0.08582 -7.61640  0.032
H 2.01630 1.52887 -7.01987  0.040
H 1.00023 0.14953 -6.60330  0.032
H 5.26531 0.54723 -4.61518  0.018
H 4.47852 2.03348 -5.17672  0.035
H 5.05722 0.82145 -6.35674  0.036
H 1.67370 -2.05422 -3.59983  0.109
H 0.40535 -1.14146 -2.88164  0.105
H 2.32938 -2.60976 -1.09083  0.101
H 0.65982 -2.02094 -0.72235  0.108
H 0.64894 -4.34102 -0.94789  0.129
H 1.18886 -5.56425 -2.98912  0.074
H 1.89902 -4.14508 -3.72564  0.069
H 2.55340 -4.84445 -2.20379  0.067
H -1.02992 -2.56262 -2.40323  0.111
H -1.39700 -4.08589 -1.67806  0.087
H -0.31558 -3.76256 -4.48461  0.106
H -0.86604 -5.27223 -3.75805  0.110
H -2.52937 -3.66755 -5.31975  0.104
H -2.78721 -5.31988 -2.02600  0.058
H -4.36440 -5.72823 -2.71608  0.089
H -4.26052 -4.44061 -1.53136  0.080
H -5.62274 -3.43145 -3.25916  0.068
H -5.03986 -3.13834 -4.89805  0.078
H -4.55444 -2.08122 -3.55840  0.079
H 2.26521 1.62643 -1.45883  0.112
H 1.86953 -0.04986 0.75414  0.114
H 3.12171 -0.83219 -0.14536  0.106
H 3.01505 1.98753 1.04029  0.104
H 4.09616 0.68021 1.43984  0.127
H 3.99954 3.16204 -1.53142  0.077
H 5.47363 3.44419 -0.80052  0.085

Cartesian forces (eV/Å) of the 2 atoms listed first:
0.023 -0.053 -0.578
-0.089 0.110 0.313



Question: Which of these has the lowest highest occupied orbital energy?
Answer: C31H57N2O5



Question: highest occupied orbital energy of number 1 (C31H57N2O5)?
Answer: -11.8 eV



Question: Which of these has the highest highest occupied orbital energy?
Answer: C31H57N2O5PS2